Entry 1:
{"formula": "C3H11N2O3", "method": "ωB97M-V with the def2-TZVPD basis set", "e_homo_ev": -14.7, "max_force_ev_per_a": 3.94, "gap_ev": 11.565, "total_charge": 1, "e_lumo_ev": -3.10, "energy_ev": -12405.20213, "spin_multiplicity": 1, "relative_energy_ev": 1.936, "elements": ["C", "C", "N", "C", "N", "H", "H", "H", "H", "H", "H", "H", "O", "H", "H", "O", "H", "H", "O"], "coordinates": [[-1.22, 2.08, -0.17], [-1.69, 0.80, -0.14], [-0.92, -0.04, -1.05], [0.15, 0.70, -1.40], [-0.02, 1.94, -1.01], [-1.65, 3.01, 0.17], [-2.41, 0.36, 0.48], [-1.10, -1.08, -1.21], [0.96, 0.24, -2.07], [0.62, 2.70, -0.94], [2.00, 2.32, 2.28], [1.11, 1.28, 1.59], [1.84, 1.88, 1.36], [-0.49, -3.60, 0.36], [-1.37, -3.13, 1.58], [-1.05, -2.88, 0.74], [1.05, -1.76, 0.02], [2.44, -2.66, -0.07], [1.76, -2.15, -0.52]]}

***

Entry 2:
{"formula": "C5H10NO2", "method": "ωB97M-V with the def2-TZVPD basis set", "e_homo_ev": -14.5, "max_force_ev_per_a": 7.10, "gap_ev": 6.816, "total_charge": 1, "e_lumo_ev": -7.71, "energy_ev": -10918.52169, "spin_multiplicity": 1, "relative_energy_ev": 7.530, "elements": ["O", "C", "O", "C", "C", "C", "C", "N", "H", "H", "H", "H", "H", "H", "H", "H", "H", "H"], "coordinates": [[-1.71, 1.98, 0.00], [-0.89, 1.28, -0.66], [-1.22, 0.24, -1.49], [0.58, 1.72, -0.68], [1.29, 0.76, 0.54], [0.57, -0.38, 0.71], [0.58, -1.54, 0.11], [-0.39, -2.37, -0.28], [-2.17, 0.24, 2.14], [1.01, 1.25, -1.57], [0.83, 2.79, -0.56], [2.24, 0.31, 0.20], [1.47, 1.45, 1.36], [-1.81, 0.32, 1.38], [1.55, -1.92, -0.05], [0.08, -3.19, -0.62], [-0.80, -0.41, -0.85], [-1.20, -2.53, 0.33]]}

***

Entry 3:
{"formula": "C38H124O24", "method": "ωB97M-V with the def2-TZVPD basis set", "e_homo_ev": -8.8, "max_force_ev_per_a": 3.33, "gap_ev": 8.604, "e_lumo_ev": -0.22, "energy_ev": -90552.35574, "spin_multiplicity": 1, "elements": ["C", "C", "O", "H", "H", "H", "H", "H", "H", "C", "C", "O", "H", "H", "H", "H", "H", "H", "C", "C", "O", "H", "H", "H", "H", "H", "H", "C", "C", "O", "H", "H", "H", "H", "H", "H", "C", "C", "O", "H", "H", "H", "H", "H", "H", "C", "C", "O", "H", "H", "H", "H", "H", "H", "C", "C", "O", "H", "H", "H", "H", "H", "H", "C", "C", "O", "H", "H", "H", "H", "H", "H", "C", "C", "O", "H", "H", "H", "H", "H", "H", "C", "C", "O", "H", "H", "H", "H", "H", "H", "C", "C", "O", "H", "H", "H", "H", "H", "H", "C", "C", "O", "H", "H", "H", "H", "H", "H", "C", "C", "O", "H", "H", "H", "H", "H", "H", "C", "C", "O", "H", "H", "H", "H", "H", "H", "C", "C", "O", "H", "H", "H", "H", "H", "H", "C", "C", "O", "H", "H", "H", "H", "H", "H", "C", "C", "O", "H", "H", "H", "H", "H", "H", "C", "C", "O", "H", "H", "H", "H", "H", "H", "C", "C", "O", "H", "H", "H", "H", "H", "H", "O", "H", "H", "O", "H", "H", "O", "H", "H", "O", "H", "H", "O", "H", "H"], "coordinates": [[18.28, 9.06, 16.02], [18.00, 8.70, 14.56], [16.72, 8.11, 14.58], [18.30, 8.23, 16.72], [17.56, 9.83, 16.30], [19.22, 9.59, 16.18], [18.79, 8.03, 14.21], [18.00, 9.59, 13.92], [16.77, 7.17, 14.76], [13.09, 14.66, 23.38], [13.92, 14.15, 22.21], [13.26, 14.46, 21.01], [12.91, 15.73, 23.29], [13.74, 14.45, 24.23], [12.14, 14.16, 23.54], [13.99, 13.06, 22.20], [14.93, 14.55, 22.24], [13.14, 15.41, 20.91], [17.90, 13.34, 23.18], [18.80, 12.73, 22.04], [18.29, 11.49, 21.53], [18.18, 14.30, 23.61], [17.73, 12.58, 23.95], [16.97, 13.55, 22.64], [19.83, 12.55, 22.37], [18.93, 13.34, 21.15], [18.91, 11.32, 20.82], [15.75, 9.60, 19.39], [14.42, 9.12, 18.90], [13.95, 10.28, 18.23], [15.65, 10.50, 20.00], [16.44, 9.95, 18.62], [16.28, 8.82, 19.93], [13.77, 8.95, 19.76], [14.42, 8.26, 18.23], [14.16, 10.18, 17.30], [17.10, 14.23, 13.92], [16.47, 12.81, 13.81], [15.12, 12.83, 14.22], [17.26, 14.46, 14.98], [16.52, 15.06, 13.51], [18.09, 14.36, 13.50], [17.03, 12.12, 14.45], [16.59, 12.51, 12.77], [14.55, 12.51, 13.52], [12.25, 16.31, 13.62], [12.16, 17.51, 14.53], [12.78, 18.58, 13.85], [11.96, 15.42, 14.18], [13.26, 16.12, 13.27], [11.52, 16.39, 12.81], [12.52, 17.38, 15.55], [11.12, 17.73, 14.73], [13.63, 18.61, 14.30], [14.77, 20.88, 16.07], [15.42, 19.50, 16.35], [15.21, 18.77, 15.19], [14.75, 21.52, 16.96], [13.76, 20.85, 15.67], [15.38, 21.46, 15.37], [14.93, 19.03, 17.20], [16.48, 19.65, 16.56], [15.71, 17.96, 15.36], [14.19, 15.31, 10.45], [14.28, 15.77, 8.94], [15.66, 15.75, 8.67], [13.16, 15.17, 10.78], [14.44, 16.13, 11.12], [14.83, 14.46, 10.70], [13.76, 16.72, 8.78], [13.73, 15.07, 8.31], [16.14, 16.39, 9.21], [9.90, 10.75, 16.78], [8.39, 10.43, 16.78], [7.80, 10.96, 18.02], [10.09, 11.81, 16.92], [10.23, 10.44, 15.79], [10.44, 10.13, 17.50], [8.23, 9.35, 16.70], [7.86, 10.87, 15.93], [8.21, 10.53, 18.77], [18.25, 12.39, 18.03], [19.34, 11.28, 18.20], [20.07, 11.51, 19.40], [17.88, 12.42, 17.00], [18.67, 13.31, 18.43], [17.38, 12.09, 18.62], [20.03, 11.35, 17.36], [18.90, 10.29, 18.33], [20.94, 11.81, 19.14], [12.21, 11.24, 13.33], [12.67, 12.19, 12.22], [13.95, 11.93, 11.85], [12.77, 11.42, 14.25], [12.25, 10.20, 13.01], [11.15, 11.40, 13.52], [12.47, 13.23, 12.49], [12.03, 12.01, 11.36], [14.07, 11.13, 11.32], [20.80, 14.95, 15.58], [21.93, 15.95, 15.78], [21.44, 17.21, 16.14], [21.12, 13.99, 15.16], [20.15, 15.39, 14.82], [20.19, 14.83, 16.47], [22.58, 16.03, 14.90], [22.52, 15.65, 16.65], [22.16, 17.78, 16.43], [15.54, 17.13, 23.66], [15.99, 18.52, 24.22], [16.37, 19.36, 23.18], [15.38, 16.44, 24.49], [16.27, 16.80, 22.92], [14.59, 17.35, 23.18], [16.90, 18.44, 24.82], [15.29, 18.96, 24.93], [17.32, 19.53, 23.22], [10.80, 13.87, 18.50], [10.95, 14.60, 17.13], [9.90, 15.52, 16.91], [11.01, 14.57, 19.30], [11.58, 13.10, 18.46], [9.86, 13.33, 18.67], [10.92, 13.92, 16.27], [11.82, 15.24, 17.20], [9.20, 15.02, 16.50], [17.68, 17.32, 19.63], [18.94, 17.85, 18.86], [19.05, 16.99, 17.70], [17.50, 17.90, 20.54], [17.77, 16.30, 19.99], [16.84, 17.36, 18.94], [19.84, 17.80, 19.46], [18.89, 18.90, 18.57], [19.88, 17.10, 17.23], [22.51, 15.71, 19.45], [21.43, 14.65, 19.55], [21.99, 13.58, 20.32], [23.40, 15.31, 18.97], [22.70, 16.05, 20.47], [22.22, 16.60, 18.89], [21.08, 14.22, 18.61], [20.69, 15.13, 20.19], [22.44, 12.99, 19.71], [9.78, 12.69, 21.82], [10.04, 11.22, 21.64], [10.36, 11.01, 20.28], [10.65, 13.29, 21.52], [9.56, 12.93, 22.86], [8.97, 13.05, 21.19], [9.25, 10.52, 21.89], [10.87, 10.84, 22.24], [11.23, 11.42, 20.16], [13.79, 18.86, 20.57], [12.57, 18.17, 21.22], [12.41, 16.98, 20.51], [13.97, 19.80, 21.10], [13.62, 19.13, 19.52], [14.66, 18.21, 20.64], [11.69, 18.78, 21.01], [12.68, 18.11, 22.30], [11.64, 17.13, 19.95], [15.48, 14.34, 18.66], [14.89, 13.71, 17.39], [14.94, 14.64, 16.29], [14.98, 15.31, 18.76], [16.52, 14.61, 18.51], [15.35, 13.70, 19.54], [13.86, 13.38, 17.52], [15.34, 12.75, 17.12], [15.09, 14.14, 15.48], [14.66, 10.23, 15.55], [15.14, 9.49, 15.18], [15.10, 11.00, 15.19], [16.77, 16.73, 16.23], [16.30, 15.90, 16.33], [17.57, 16.62, 16.75], [12.91, 11.75, 20.28], [13.44, 11.42, 19.55], [13.08, 12.69, 20.28], [16.09, 10.43, 22.92], [16.14, 10.90, 23.74], [16.71, 10.88, 22.34], [13.27, 9.88, 22.17], [13.21, 10.61, 21.55], [14.16, 9.94, 22.52]]}

***

Entry 4:
{"formula": "C47H96ClFIN8O11SSi", "method": "ωB97M-V with the def2-TZVPD basis set", "e_homo_ev": -9.4, "max_force_ev_per_a": 9.83, "gap_ev": 4.620, "total_charge": 1, "e_lumo_ev": -4.76, "energy_ev": -126760.19584, "spin_multiplicity": 1, "elements": ["C", "C", "C", "C", "C", "C", "F", "N", "C", "N", "I", "Si", "C", "C", "C", "N", "C", "Cl", "C", "C", "C", "C", "C", "C", "C", "S", "O", "O", "O", "C", "C", "C", "C", "N", "C", "H", "H", "H", "H", "H", "H", "H", "H", "H", "H", "H", "H", "H", "H", "H", "H", "H", "H", "H", "H", "H", "H", "H", "H", "H", "H", "H", "H", "H", "H", "H", "H", "H", "H", "H", "H", "C", "O", "C", "C", "N", "C", "C", "O", "C", "H", "H", "H", "H", "H", "H", "H", "H", "H", "H", "H", "H", "H", "H", "H", "C", "O", "C", "C", "N", "C", "C", "O", "C", "H", "H", "H", "H", "H", "H", "H", "H", "H", "H", "H", "H", "H", "H", "H", "C", "O", "C", "C", "N", "C", "C", "O", "C", "H", "H", "H", "H", "H", "H", "H", "H", "H", "H", "H", "H", "H", "H", "H", "C", "O", "C", "C", "N", "C", "C", "O", "C", "H", "H", "H", "H", "H", "H", "H", "H", "H", "H", "H", "H", "H", "H", "H"], "coordinates": [[-0.45, 7.46, 5.69], [-1.05, 6.18, 5.48], [-1.41, 4.56, 5.69], [-0.03, 3.63, 5.76], [0.58, 3.81, 7.31], [2.19, 3.59, 7.41], [2.69, 4.81, 6.74], [2.46, 3.92, 8.88], [2.66, 2.54, 9.47], [2.97, 2.47, 10.80], [3.21, 0.66, 11.78], [3.21, 3.93, 11.88], [1.76, 5.19, 11.81], [4.95, 4.68, 11.46], [3.30, 3.33, 13.75], [2.47, 1.43, 8.41], [1.37, 0.50, 8.61], [-0.04, 0.46, 7.42], [1.76, -1.11, 8.86], [3.36, -1.44, 8.79], [2.88, 2.12, 7.17], [4.54, 1.98, 7.31], [5.35, 3.37, 7.45], [6.98, 3.21, 7.54], [7.65, 2.22, 6.42], [7.53, 2.81, 4.65], [6.86, 1.64, 3.83], [8.96, 3.04, 4.04], [6.68, 4.27, 4.42], [2.73, 1.44, 5.66], [2.59, -0.16, 5.34], [2.49, -0.66, 3.77], [2.54, 0.55, 2.65], [2.68, 2.02, 2.89], [2.78, 2.43, 4.32], [0.17, 8.45, 5.93], [-2.01, 4.23, 4.73], [-2.05, 4.46, 6.68], [-0.21, 2.51, 5.47], [0.75, 4.19, 5.07], [-0.07, 3.22, 8.08], [0.38, 4.97, 7.54], [1.51, 4.18, 9.22], [1.99, 6.03, 10.99], [1.57, 5.74, 12.84], [0.77, 4.66, 11.43], [5.65, 4.45, 12.39], [5.38, 4.05, 10.57], [4.89, 5.83, 11.27], [2.31, 2.76, 14.05], [3.49, 4.31, 14.38], [4.27, 2.67, 13.85], [0.86, 0.79, 9.65], [1.19, -1.76, 8.03], [1.36, -1.50, 9.89], [4.02, -0.70, 8.18], [3.81, -1.66, 9.87], [3.46, -2.49, 8.22], [4.84, 1.31, 8.25], [5.00, 1.39, 6.38], [5.12, 4.05, 6.50], [5.05, 4.05, 8.38], [7.25, 2.95, 8.65], [7.44, 4.29, 7.35], [7.24, 1.12, 6.60], [8.81, 2.16, 6.68], [5.78, 3.99, 4.02], [2.55, -0.95, 6.19], [2.40, -1.82, 3.51], [2.45, 0.19, 1.51], [2.92, 3.60, 4.52], [1.51, 0.56, -5.38], [0.15, 0.44, -4.97], [-0.29, -0.92, -4.85], [-0.47, -1.31, -3.38], [0.82, -1.42, -2.69], [0.71, -1.49, -1.23], [0.04, -0.30, -0.50], [0.81, 0.90, -0.53], [0.67, 1.66, -1.73], [1.69, 1.60, -5.66], [2.19, 0.32, -4.56], [1.73, -0.07, -6.25], [0.37, -1.62, -5.37], [-1.27, -0.97, -5.34], [-0.99, -2.27, -3.32], [-1.11, -0.55, -2.91], [1.39, -0.61, -2.92], [1.73, -1.59, -0.84], [0.18, -2.42, -0.96], [-0.02, -0.58, 0.56], [-0.98, -0.12, -0.82], [-0.33, 1.58, -2.15], [1.42, 1.35, -2.45], [0.86, 2.71, -1.49], [-6.63, -2.53, -9.11], [-7.25, -1.94, -7.97], [-7.85, -2.90, -7.09], [-7.05, -3.03, -5.79], [-5.76, -3.70, -6.02], [-4.82, -3.60, -4.90], [-4.38, -2.19, -4.46], [-3.55, -1.51, -5.42], [-4.26, -0.88, -6.47], [-6.40, -1.74, -9.82], [-5.69, -3.01, -8.84], [-7.29, -3.26, -9.60], [-8.00, -3.87, -7.57], [-8.84, -2.50, -6.84], [-7.63, -3.61, -5.06], [-6.90, -2.02, -5.39], [-5.32, -3.30, -6.84], [-3.93, -4.16, -5.19], [-5.25, -4.12, -4.03], [-3.76, -2.31, -3.57], [-5.21, -1.55, -4.16], [-5.23, -0.49, -6.15], [-4.38, -1.58, -7.31], [-3.66, -0.05, -6.84], [-2.55, -9.40, -5.76], [-2.71, -9.82, -4.41], [-1.48, -9.93, -3.69], [-1.35, -8.80, -2.65], [-1.14, -7.50, -3.29], [-1.31, -6.36, -2.40], [-2.69, -6.17, -1.72], [-3.73, -5.81, -2.63], [-4.31, -6.90, -3.33], [-3.49, -9.57, -6.29], [-2.32, -8.33, -5.81], [-1.76, -9.97, -6.27], [-0.61, -9.96, -4.36], [-1.52, -10.88, -3.16], [-0.51, -9.02, -1.99], [-2.27, -8.81, -2.05], [-1.80, -7.40, -4.06], [-1.10, -5.46, -2.99], [-0.54, -6.40, -1.62], [-2.59, -5.33, -1.03], [-2.98, -7.02, -1.11], [-4.33, -7.82, -2.74], [-3.77, -7.06, -4.27], [-5.34, -6.63, -3.59], [-2.30, 2.83, -12.88], [-2.91, 3.42, -11.74], [-3.52, 2.46, -10.86], [-2.71, 2.33, -9.56], [-1.43, 1.65, -9.79], [-0.49, 1.76, -8.67], [-0.05, 3.17, -8.23], [0.78, 3.84, -9.18], [0.07, 4.47, -10.24], [-2.07, 3.62, -13.59], [-1.35, 2.35, -12.60], [-2.96, 2.10, -13.36], [-3.67, 1.49, -11.34], [-4.51, 2.86, -10.61], [-3.30, 1.75, -8.83], [-2.57, 3.33, -9.16], [-0.99, 2.06, -10.61], [0.40, 1.20, -8.96], [-0.92, 1.24, -7.80], [0.57, 3.05, -7.34], [-0.88, 3.81, -7.92], [-0.90, 4.86, -9.92], [-0.05, 3.78, -11.07], [0.67, 5.31, -10.61]]}

***

Entry 5:
{"formula": "C33H49ClGeN8Sb2SeTl", "method": "ωB97M-V with the def2-TZVPD basis set", "e_homo_ev": -10.4, "max_force_ev_per_a": 0.27, "gap_ev": 7.515, "total_charge": 1, "e_lumo_ev": -2.90, "energy_ev": -199082.55014, "spin_multiplicity": 1, "relative_energy_ev": 0.309, "elements": ["Tl", "C", "Sb", "C", "C", "C", "C", "C", "C", "C", "C", "C", "Sb", "C", "C", "H", "H", "H", "H", "H", "H", "H", "H", "H", "H", "H", "H", "H", "H", "H", "H", "H", "H", "H", "H", "N", "C", "C", "C", "N", "C", "N", "N", "C", "C", "C", "C", "C", "C", "C", "H", "H", "H", "H", "H", "C", "Ge", "C", "C", "C", "Se", "C", "H", "H", "H", "H", "H", "H", "H", "H", "H", "H", "H", "H", "H", "H", "Cl", "C", "C", "C", "C", "N", "C", "N", "N", "N", "H", "H", "H", "H", "H", "H", "H", "H", "H", "H"], "coordinates": [[0.52, -0.73, 0.29], [5.04, -0.12, 3.50], [2.93, -0.49, 3.48], [3.09, -2.54, 4.07], [2.54, 0.25, 5.49], [2.35, 1.73, 5.51], [3.47, 2.56, 5.40], [3.37, 3.94, 5.37], [2.12, 4.54, 5.48], [1.00, 3.73, 5.62], [1.09, 2.34, 5.63], [-0.17, 1.55, 5.79], [-1.10, 0.97, 3.94], [-0.27, 2.41, 2.66], [-3.14, 1.19, 4.34], [5.47, -0.43, 4.45], [5.25, 0.94, 3.33], [5.50, -0.70, 2.70], [3.70, -2.60, 4.97], [3.55, -3.12, 3.28], [2.10, -2.95, 4.28], [3.40, -0.05, 6.08], [1.67, -0.30, 5.85], [4.45, 2.09, 5.34], [4.26, 4.54, 5.29], [2.02, 5.61, 5.48], [0.03, 4.20, 5.74], [-0.93, 2.19, 6.26], [-0.07, 0.65, 6.40], [-0.66, 3.36, 3.04], [-0.58, 2.23, 1.64], [0.82, 2.42, 2.77], [-3.28, 1.76, 5.25], [-3.57, 0.20, 4.45], [-3.61, 1.70, 3.49], [-1.87, 0.02, 1.89], [-2.87, -0.25, 1.35], [-4.03, -0.61, 0.71], [-4.83, -1.65, 1.25], [-5.47, -2.50, 1.70], [-4.35, 0.02, -0.52], [-4.57, 0.51, -1.54], [-0.65, 1.64, -0.72], [-1.11, 2.24, -1.59], [-1.68, 2.98, -2.68], [-0.87, 3.30, -3.77], [-1.41, 4.01, -4.83], [-2.75, 4.39, -4.79], [-3.55, 4.07, -3.70], [-3.02, 3.36, -2.64], [0.17, 3.00, -3.77], [-0.79, 4.26, -5.68], [-3.17, 4.95, -5.62], [-4.59, 4.36, -3.69], [-3.64, 3.08, -1.80], [2.81, 0.58, -5.61], [3.05, -0.92, -4.40], [4.36, -2.18, -5.08], [1.33, -1.79, -4.05], [3.72, -0.23, -2.67], [2.38, 0.91, -1.86], [3.40, 1.57, -0.34], [2.35, 0.25, -6.55], [3.77, 1.04, -5.85], [2.17, 1.35, -5.16], [4.07, -2.55, -6.06], [4.47, -3.03, -4.41], [5.34, -1.70, -5.18], [0.84, -2.05, -4.99], [0.67, -1.13, -3.49], [1.48, -2.71, -3.47], [4.63, 0.34, -2.82], [3.93, -1.06, -2.00], [4.22, 2.20, -0.69], [3.79, 0.73, 0.24], [2.73, 2.16, 0.28], [-0.56, -1.29, 4.19], [-4.91, -3.77, -1.91], [-4.12, -4.72, -2.81], [-3.52, -5.87, -2.02], [-3.06, -3.97, -3.63], [-2.17, -3.16, -2.80], [-2.28, -1.88, -2.44], [-1.29, -1.60, -1.63], [-0.58, -2.74, -1.49], [-1.11, -3.69, -2.18], [-5.75, -4.29, -1.46], [-5.30, -2.91, -2.46], [-4.29, -3.41, -1.09], [-4.80, -5.13, -3.57], [-2.79, -5.52, -1.29], [-3.02, -6.59, -2.68], [-4.31, -6.40, -1.48], [-3.54, -3.27, -4.33], [-2.43, -4.65, -4.20], [-3.06, -1.20, -2.76]]}

***

Entry 6:
{"formula": "Br2O2S", "method": "ωB97M-V with the def2-TZVPD basis set", "e_homo_ev": -11.3, "max_force_ev_per_a": 7.64, "gap_ev": 9.459, "e_lumo_ev": -1.85, "energy_ev": -155013.14222, "spin_multiplicity": 1, "relative_energy_ev": 1.267, "smiles": "O=S(=O)(Br)Br", "elements": ["O", "O", "S", "Br", "Br"], "coordinates": [[1.11, 0.85, 0.14], [-1.31, -0.17, -0.38], [0.05, -0.40, -0.06], [0.17, -1.72, 1.71], [0.78, -1.62, -1.57]]}